# 1
Entry from the OMol25 dataset: a structure of composition C45H42As2Cl3GeHfN4O4 (ωB97M-V with the def2-TZVPD basis set).

```
102
C45H42As2Cl3GeHfN4O4 (ωB97M-V with the def2-TZVPD basis set)
Hf -1.075 0.328 -0.372
O -2.090 5.488 0.392
C -2.142 4.971 1.631
C -2.742 5.762 2.611
C -2.813 5.318 3.910
C -2.299 4.067 4.282
C -1.738 3.271 3.318
C -1.649 3.701 1.979
C -1.071 2.807 0.998
O -0.889 1.523 1.308
N -0.717 3.260 -0.186
N -0.215 2.225 -0.968
C 0.441 2.499 -2.046
C 1.088 1.486 -2.847
C 1.763 1.909 -4.007
C 2.474 1.025 -4.782
C 2.540 -0.322 -4.399
C 1.892 -0.772 -3.268
C 1.148 0.115 -2.491
O 0.516 -0.347 -1.409
H -1.572 4.889 -0.178
H -3.137 6.726 2.319
H -3.271 5.953 4.659
H -2.351 3.736 5.310
H -1.343 2.296 3.576
H 0.538 3.543 -2.335
H 1.717 2.957 -4.282
H 2.985 1.365 -5.672
H 3.110 -1.019 -5.001
H 1.945 -1.808 -2.961
C 0.613 -0.848 2.959
C 1.958 -0.727 2.263
As 2.032 0.680 0.914
C 2.727 2.162 1.904
C 4.009 1.985 2.428
C 4.549 2.974 3.235
C 3.823 4.129 3.507
C 2.558 4.304 2.969
C 2.003 3.319 2.160
C 3.414 0.169 -0.258
C 3.645 -1.184 -0.532
C 4.710 -1.538 -1.342
C 5.505 -0.551 -1.917
C 5.240 0.795 -1.690
C 4.191 1.162 -0.862
As -0.718 -1.477 1.695
C 0.068 -3.177 1.266
C 0.490 -3.502 -0.018
C 1.098 -4.731 -0.256
C 1.281 -5.632 0.785
C 0.857 -5.307 2.068
C 0.252 -4.082 2.309
C -2.215 -1.897 2.792
C -2.872 -3.113 2.656
C -3.954 -3.391 3.478
C -4.386 -2.451 4.406
C -3.737 -1.229 4.522
C -2.647 -0.946 3.710
H 0.287 0.102 3.383
H 0.662 -1.584 3.759
H 2.237 -1.666 1.790
H 2.757 -0.422 2.939
H 4.589 1.096 2.213
H 5.540 2.842 3.648
H 4.253 4.895 4.139
H 1.996 5.205 3.172
H 1.028 3.484 1.738
H 3.010 -1.957 -0.118
H 4.919 -2.583 -1.532
H 6.339 -0.835 -2.548
H 5.856 1.557 -2.149
H 3.998 2.210 -0.669
H 0.347 -2.811 -0.841
H 1.419 -4.990 -1.257
H 1.747 -6.591 0.600
H 0.988 -6.009 2.881
H -0.086 -3.847 3.311
H -2.540 -3.847 1.933
H -4.464 -4.342 3.391
H -5.236 -2.670 5.038
H -4.075 -0.497 5.244
H -2.147 0.010 3.803
Cl -5.469 -1.167 1.114
Ge -4.811 -0.705 -0.890
Cl -2.612 -1.899 -0.810
Cl -3.422 1.239 -0.187
N -1.792 0.444 -2.586
C -2.145 -0.072 -3.562
N -2.497 -0.625 -4.685
C -3.895 -1.061 -4.928
C -3.977 -2.561 -4.731
O -3.012 -3.235 -5.520
C -1.688 -2.850 -5.206
C -1.488 -1.375 -5.474
H -4.140 -0.786 -5.953
H -4.557 -0.522 -4.252
H -4.952 -2.920 -5.053
H -3.837 -2.813 -3.671
H -1.026 -3.443 -5.835
H -1.471 -3.071 -4.151
H -1.675 -1.145 -6.522
H -0.492 -1.028 -5.202
```

## Properties
net charge = +2
electronic energy = -278557.11456 eV
max |F| = 1.866 eV/Å
⟨S²⟩ = 0.759
spin multiplicity = 2
energy relative to the best compared isomer or geometry (same formula, charge and spin) = 0.169 eV

---

# 2
Entry from the OMol25 dataset: a structure of composition C45H42As2Cl3N4O11S2V (ωB97M-V with the def2-TZVPD basis set).

```
110
C45H42As2Cl3N4O11S2V (ωB97M-V with the def2-TZVPD basis set)
V 1.020 -0.351 0.391
O 2.522 -1.162 -2.314
S 3.379 -1.713 -1.287
O 4.631 -1.038 -1.039
N 2.464 -1.780 0.043
C 2.925 -2.432 1.185
C 4.150 -3.006 1.423
C 4.410 -3.665 2.646
C 3.487 -3.728 3.645
C 2.242 -3.079 3.467
C 1.247 -2.986 4.461
C 0.115 -2.251 4.235
C -0.028 -1.579 3.015
N 0.863 -1.686 2.048
C 1.979 -2.441 2.244
C 3.723 -3.388 -1.710
C 2.663 -4.283 -1.782
C 2.919 -5.596 -2.139
C 4.219 -5.996 -2.425
C 5.267 -5.089 -2.356
C 5.024 -3.772 -1.992
H 4.938 -2.953 0.686
H 5.381 -4.123 2.781
H 3.698 -4.231 4.578
H 1.401 -3.482 5.412
H -0.650 -2.146 4.991
H -0.870 -0.920 2.831
H 1.657 -3.950 -1.559
H 2.107 -6.307 -2.196
H 4.416 -7.022 -2.704
H 6.276 -5.405 -2.582
H 5.824 -3.049 -1.922
Cl -5.289 2.870 -4.652
C -5.071 1.689 -3.404
C -4.011 1.811 -2.521
C -3.853 0.857 -1.529
C -4.731 -0.214 -1.401
C -4.522 -1.258 -0.327
C -3.741 -2.463 -0.839
N -2.370 -2.101 -1.159
C -1.845 -1.803 -2.400
C -0.597 -1.321 -2.183
N -0.361 -1.312 -0.821
C -1.449 -1.791 -0.246
O -3.786 -0.742 0.768
C -4.549 0.073 1.655
C -5.576 -0.721 2.402
C -5.275 -1.738 3.259
Cl -3.699 -2.283 3.676
S -6.662 -2.481 3.930
C -7.691 -1.425 3.061
C -6.988 -0.552 2.294
C -5.777 -0.306 -2.314
Cl -6.893 -1.641 -2.228
C -5.963 0.633 -3.314
H -3.300 2.619 -2.620
H -3.020 0.945 -0.838
H -5.492 -1.637 0.012
H -4.214 -2.868 -1.733
H -3.724 -3.233 -0.068
H -2.400 -1.973 -3.305
H 0.156 -0.994 -2.880
H -1.615 -1.901 0.810
H -5.035 0.884 1.104
H -3.818 0.510 2.336
H -8.759 -1.509 3.161
H -7.450 0.197 1.665
H -6.786 0.542 -4.007
C 0.443 1.100 -4.870
O 0.830 1.233 -3.498
C -0.028 1.946 -2.730
O -1.035 2.452 -3.171
C 0.420 2.039 -1.353
C -0.325 2.717 -0.294
As 0.320 4.492 0.151
C 1.067 5.013 -1.581
C 1.942 3.688 1.064
C 2.509 2.523 0.739
As 2.101 1.520 -0.862
C 3.581 1.708 -2.077
C 3.080 1.535 1.708
O 2.503 0.448 1.772
O 4.165 1.699 2.403
C 4.899 2.936 2.390
C 2.134 4.169 2.481
O 1.969 3.436 3.420
O 2.484 5.442 2.675
C 2.754 6.300 1.561
C -0.703 2.001 0.821
O -0.278 0.793 1.047
O -1.455 2.457 1.823
C -2.439 3.469 1.566
H 1.212 0.489 -5.333
H 0.388 2.076 -5.347
H -0.529 0.616 -4.945
H 0.245 4.968 -2.297
H 1.859 4.345 -1.913
H 1.441 6.034 -1.527
H 3.623 2.751 -2.391
H 3.389 1.049 -2.918
H 4.491 1.407 -1.563
H 5.943 2.659 2.502
H 4.577 3.541 3.233
H 4.756 3.466 1.449
H 3.426 7.070 1.929
H 1.828 6.764 1.216
H 3.234 5.763 0.742
H -3.263 3.255 2.241
H -2.760 3.420 0.525
H -2.039 4.458 1.783
```

## Properties
net charge = +1
electronic energy = -282426.07641 eV
max |F| = 1.156 eV/Å
⟨S²⟩ = 0.772
spin multiplicity = 2
energy relative to the best compared isomer or geometry (same formula, charge and spin) = 0.000 eV

---

# 3
Entry from the OMol25 dataset: a structure of composition C45H42AsN4O2PdSeSi (ωB97M-V with the def2-TZVPD basis set).

```
97
C45H42AsN4O2PdSeSi (ωB97M-V with the def2-TZVPD basis set)
Pd -0.726 0.885 -0.877
O -0.302 -2.490 -0.086
As -1.640 -1.710 -0.653
C -2.906 -1.050 0.698
C -3.344 -2.038 1.584
C -4.348 -1.774 2.502
C -4.947 -0.518 2.530
C -4.507 0.474 1.667
C -3.481 0.216 0.761
C -1.571 -0.631 -2.280
C -2.579 0.293 -2.617
C -2.603 0.839 -3.909
C -1.710 0.416 -4.867
C -0.779 -0.590 -4.561
C -0.706 -1.108 -3.293
C -2.824 -3.131 -1.339
C -4.154 -2.894 -1.679
C -4.919 -3.900 -2.256
C -4.356 -5.149 -2.502
C -3.030 -5.387 -2.170
C -2.265 -4.377 -1.593
H -2.892 -3.021 1.544
H -4.670 -2.548 3.188
H -5.753 -0.317 3.226
H -4.949 1.463 1.695
H -3.129 1.027 0.140
H -3.367 0.550 -1.930
H -3.344 1.592 -4.147
H -1.747 0.837 -5.865
H -0.091 -0.948 -5.317
H 0.025 -1.868 -3.056
H -4.600 -1.923 -1.489
H -5.953 -3.711 -2.518
H -4.954 -5.935 -2.950
H -2.589 -6.358 -2.363
H -1.228 -4.542 -1.322
N -1.423 5.535 -2.059
C -1.437 4.173 -1.825
N -0.289 3.520 -2.159
O -2.432 3.632 -1.351
H -0.714 5.946 -2.639
H -2.311 5.996 -2.002
H 0.565 4.051 -2.232
H -0.161 2.563 -1.776
C 3.257 -1.901 -4.534
C 3.146 -2.504 -3.287
C 2.701 -1.769 -2.191
C 2.351 -0.415 -2.301
C 2.448 0.157 -3.576
C 2.902 -0.563 -4.676
Si 1.638 0.564 -0.813
C 2.746 2.173 -0.911
C 3.963 2.259 -1.610
C 4.742 3.414 -1.613
C 4.329 4.538 -0.908
C 3.133 4.487 -0.201
C 2.362 3.326 -0.208
C 2.531 -0.329 0.637
C 1.786 -0.956 1.643
C 2.398 -1.612 2.713
C 3.783 -1.657 2.797
C 4.550 -1.058 1.798
C 3.928 -0.410 0.737
H 3.609 -2.467 -5.389
H 3.408 -3.549 -3.167
H 2.601 -2.264 -1.230
H 2.147 1.193 -3.716
H 2.968 -0.085 -5.647
H 4.316 1.402 -2.175
H 5.675 3.434 -2.166
H 4.933 5.439 -0.908
H 2.793 5.356 0.355
H 1.428 3.316 0.345
H 0.704 -0.968 1.552
H 1.792 -2.094 3.472
H 4.265 -2.168 3.624
H 5.633 -1.104 1.847
H 4.545 0.049 -0.031
C -2.214 0.565 4.093
N -0.801 0.888 4.061
C -0.191 1.628 3.090
Se -0.923 2.456 1.648
N 1.129 1.638 3.408
C 1.375 0.923 4.567
C 2.530 0.666 5.281
C 2.403 -0.077 6.447
C 1.160 -0.545 6.880
C 0.001 -0.288 6.155
C 0.136 0.453 4.994
H -2.701 1.121 3.295
H -2.642 0.855 5.055
H -2.367 -0.502 3.928
H 1.818 1.966 2.747
H 3.494 1.015 4.933
H 3.288 -0.298 7.031
H 1.097 -1.126 7.792
H -0.964 -0.660 6.477
```

## Properties
net charge = -1
electronic energy = -194947.49526 eV
max |F| = 0.699 eV/Å
spin multiplicity = 1
energy relative to the best compared isomer or geometry (same formula, charge and spin) = 0.000 eV

---

# 4
Entry from the OMol25 dataset: a structure of composition C45H42B4F3N7O23S (ωB97M-V with the def2-TZVPD basis set).

```
125
C45H42B4F3N7O23S (ωB97M-V with the def2-TZVPD basis set)
C -0.090 -1.250 1.750
C -1.119 -2.335 1.167
O -1.269 -2.294 -0.278
B -0.108 -2.714 -0.962
O 1.097 -3.226 -0.373
B 2.177 -2.406 -0.876
O 3.458 -2.471 -0.242
B 3.972 -3.810 -0.188
O 3.656 -4.638 0.954
O 4.843 -4.392 -1.183
O 2.041 -1.473 -1.962
B 0.854 -1.673 -2.724
S 0.454 -0.594 -4.247
O 0.132 -1.551 -5.353
O -0.696 0.335 -3.968
C 1.916 0.435 -4.803
F 2.029 0.291 -6.201
F 1.615 1.786 -4.577
F 3.132 0.062 -4.238
O -0.146 -2.661 -2.425
H -0.402 -1.024 2.829
H -0.126 -0.282 1.143
H 0.969 -1.678 1.808
H -0.917 -3.387 1.571
H -2.151 -2.041 1.602
H 2.846 -5.129 0.688
H 4.383 -5.210 -1.471
C 7.747 0.450 -2.506
C 8.881 0.186 -3.268
C 9.076 -1.079 -3.811
C 8.126 -2.071 -3.587
C 6.993 -1.817 -2.819
C 6.807 -0.550 -2.277
N 8.315 -3.398 -4.178
O 9.329 -3.591 -4.830
O 7.446 -4.233 -3.989
H 7.595 1.440 -2.090
H 9.611 0.969 -3.442
H 9.963 -1.272 -4.403
H 6.251 -2.586 -2.636
H 5.926 -0.340 -1.681
C -7.447 -1.679 3.894
C -6.810 -0.748 4.707
C -5.592 -0.204 4.321
C -5.021 -0.598 3.114
C -5.649 -1.535 2.298
C -6.867 -2.075 2.694
N -3.751 -0.011 2.693
O -3.219 0.792 3.440
O -3.294 -0.355 1.610
H -8.401 -2.098 4.196
H -7.266 -0.444 5.643
H -5.105 0.520 4.964
H -5.208 -1.850 1.359
H -7.366 -2.804 2.065
C -2.937 -2.830 9.712
C -1.975 -2.849 8.706
C -2.337 -3.167 7.402
C -3.668 -3.460 7.116
C -4.634 -3.451 8.119
C -4.263 -3.134 9.421
N -4.058 -3.771 5.740
O -3.182 -3.788 4.889
O -5.237 -3.991 5.519
H -2.652 -2.575 10.728
H -0.942 -2.612 8.939
H -1.579 -3.178 6.628
H -5.671 -3.683 7.904
H -5.006 -3.121 10.207
C 7.190 4.049 -7.648
C 6.096 4.575 -6.968
C 6.104 4.639 -5.579
C 7.216 4.175 -4.881
C 8.311 3.639 -5.555
C 8.293 3.578 -6.943
N 7.238 4.262 -3.420
O 6.254 4.718 -2.862
O 8.242 3.875 -2.840
H 7.182 4.006 -8.732
H 5.238 4.940 -7.522
H 5.246 5.051 -5.061
H 9.177 3.272 -5.017
H 9.142 3.165 -7.478
C 1.291 0.343 -10.294
C 1.926 1.251 -9.454
C 3.157 1.789 -9.812
C 3.741 1.412 -11.018
C 3.116 0.498 -11.861
C 1.886 -0.037 -11.494
N 5.026 1.996 -11.409
O 5.554 2.780 -10.636
O 5.494 1.669 -12.487
H 0.328 -0.071 -10.014
H 1.460 1.543 -8.519
H 3.641 2.495 -9.148
H 3.568 0.197 -12.799
H 1.389 -0.748 -12.144
C -4.813 2.562 -2.405
C -4.416 1.692 -1.394
C -5.104 1.668 -0.187
C -6.192 2.517 -0.004
C -6.590 3.395 -1.008
C -5.895 3.415 -2.211
N -6.937 2.478 1.257
O -6.553 1.710 2.129
O -7.904 3.213 1.367
H -4.276 2.574 -3.348
H -3.571 1.030 -1.549
H -4.786 0.987 0.590
H -7.433 4.062 -0.870
H -6.198 4.093 -3.001
C -4.824 3.288 11.797
C -6.158 3.110 11.442
C -6.672 1.829 11.285
C -5.841 0.730 11.491
C -4.504 0.900 11.839
C -3.997 2.186 11.992
N -6.384 -0.621 11.351
O -7.554 -0.733 11.027
O -5.636 -1.562 11.571
H -4.428 4.290 11.924
H -6.798 3.972 11.290
H -7.712 1.703 11.008
H -3.851 0.050 11.997
H -2.958 2.330 12.266
```

## Properties
electronic energy = -126553.80427 eV
max |F| = 5.858 eV/Å
spin multiplicity = 1

---

Q: The highest max |F| belongs to which entry?
A: C45H42B4F3N7O23S

---

Copy entry 3 word for word.
Entry from the OMol25 dataset: a structure of composition C45H42AsN4O2PdSeSi (ωB97M-V with the def2-TZVPD basis set).

```
97
C45H42AsN4O2PdSeSi (ωB97M-V with the def2-TZVPD basis set)
Pd -0.726 0.885 -0.877
O -0.302 -2.490 -0.086
As -1.640 -1.710 -0.653
C -2.906 -1.050 0.698
C -3.344 -2.038 1.584
C -4.348 -1.774 2.502
C -4.947 -0.518 2.530
C -4.507 0.474 1.667
C -3.481 0.216 0.761
C -1.571 -0.631 -2.280
C -2.579 0.293 -2.617
C -2.603 0.839 -3.909
C -1.710 0.416 -4.867
C -0.779 -0.590 -4.561
C -0.706 -1.108 -3.293
C -2.824 -3.131 -1.339
C -4.154 -2.894 -1.679
C -4.919 -3.900 -2.256
C -4.356 -5.149 -2.502
C -3.030 -5.387 -2.170
C -2.265 -4.377 -1.593
H -2.892 -3.021 1.544
H -4.670 -2.548 3.188
H -5.753 -0.317 3.226
H -4.949 1.463 1.695
H -3.129 1.027 0.140
H -3.367 0.550 -1.930
H -3.344 1.592 -4.147
H -1.747 0.837 -5.865
H -0.091 -0.948 -5.317
H 0.025 -1.868 -3.056
H -4.600 -1.923 -1.489
H -5.953 -3.711 -2.518
H -4.954 -5.935 -2.950
H -2.589 -6.358 -2.363
H -1.228 -4.542 -1.322
N -1.423 5.535 -2.059
C -1.437 4.173 -1.825
N -0.289 3.520 -2.159
O -2.432 3.632 -1.351
H -0.714 5.946 -2.639
H -2.311 5.996 -2.002
H 0.565 4.051 -2.232
H -0.161 2.563 -1.776
C 3.257 -1.901 -4.534
C 3.146 -2.504 -3.287
C 2.701 -1.769 -2.191
C 2.351 -0.415 -2.301
C 2.448 0.157 -3.576
C 2.902 -0.563 -4.676
Si 1.638 0.564 -0.813
C 2.746 2.173 -0.911
C 3.963 2.259 -1.610
C 4.742 3.414 -1.613
C 4.329 4.538 -0.908
C 3.133 4.487 -0.201
C 2.362 3.326 -0.208
C 2.531 -0.329 0.637
C 1.786 -0.956 1.643
C 2.398 -1.612 2.713
C 3.783 -1.657 2.797
C 4.550 -1.058 1.798
C 3.928 -0.410 0.737
H 3.609 -2.467 -5.389
H 3.408 -3.549 -3.167
H 2.601 -2.264 -1.230
H 2.147 1.193 -3.716
H 2.968 -0.085 -5.647
H 4.316 1.402 -2.175
H 5.675 3.434 -2.166
H 4.933 5.439 -0.908
H 2.793 5.356 0.355
H 1.428 3.316 0.345
H 0.704 -0.968 1.552
H 1.792 -2.094 3.472
H 4.265 -2.168 3.624
H 5.633 -1.104 1.847
H 4.545 0.049 -0.031
C -2.214 0.565 4.093
N -0.801 0.888 4.061
C -0.191 1.628 3.090
Se -0.923 2.456 1.648
N 1.129 1.638 3.408
C 1.375 0.923 4.567
C 2.530 0.666 5.281
C 2.403 -0.077 6.447
C 1.160 -0.545 6.880
C 0.001 -0.288 6.155
C 0.136 0.453 4.994
H -2.701 1.121 3.295
H -2.642 0.855 5.055
H -2.367 -0.502 3.928
H 1.818 1.966 2.747
H 3.494 1.015 4.933
H 3.288 -0.298 7.031
H 1.097 -1.126 7.792
H -0.964 -0.660 6.477
```

## Properties
net charge = -1
electronic energy = -194947.49526 eV
max |F| = 0.699 eV/Å
spin multiplicity = 1
energy relative to the best compared isomer or geometry (same formula, charge and spin) = 0.000 eV

---

Q: Which of these has the highest max |F|?
A: C45H42B4F3N7O23S